# 1
Formula: C8H12N5S
Source: the OMol25 dataset
Level of theory: ωB97M-V/def2-TZVPD

Last column: natural (NBO) charge in e.
Atoms and positions in Å:
C1 0.2389 2.6486 1.0601  -0.044
C2 -0.5262 2.5414 2.1753  -0.433
C3 0.2827 0.4099 1.1292  -0.031
C4 -0.9200 -0.0691 -1.8314  -0.199
C5 -1.5295 -0.4448 -0.7430  0.165
C6 1.4718 -0.5975 -1.3185  0.701
C7 0.5102 -0.9686 0.8987  0.367
C8 -2.8304 -0.7753 -0.2705  -0.743
N1 0.7790 1.5058 0.6011  -0.485
N2 0.4841 0.1617 -1.8287  -0.551
N3 1.3816 -1.3414 -0.1345  -0.598
N4 2.6036 -0.3393 -2.0266  -0.731
N5 0.2116 -1.9748 1.8275  -0.772
S1 -0.7134 0.8727 2.5450  0.384
H1 0.5715 3.4852 0.4828  0.227
H2 -1.0514 3.3761 2.7099  0.277
H3 -1.2622 0.1320 -2.7664  0.218
H4 -2.7945 -1.7581 0.4157  0.256
H5 -3.6703 -0.9154 -1.0921  0.256
H6 -3.0343 0.0315 0.3754  0.251
H7 0.7901 1.0920 -2.1001  0.427
H8 1.6710 -2.3070 -0.1651  0.431
H9 2.6372 0.2439 -2.8269  0.429
H10 3.4658 -0.6868 -1.6660  0.413
H11 0.3701 -1.5640 2.7506  0.399
H12 0.8630 -2.7588 1.7984  0.387

## Properties
2S+1 = 1
Energy above the lowest of the compared OMol25 structures with the same formula, charge and spin = 335.8 kJ/mol
M = 210.29 g/mol
E_HOMO (spin up / spin down) = -11.4941 / -10.3706 eV
Frontier orbital gap (spin up / spin down) = 7.33 / 6.69 eV
Net charge = +1

***

# 2
Formula: C36H76F6N4O2P
Source: the OMol25 dataset
Level of theory: ωB97M-V/def2-TZVPD

Last column: Mulliken spin population.
Atoms and positions in Å:
P1 7.9915 21.0657 4.9190  0.000
F1 7.0388 21.8706 5.8735  0.000
F2 8.7782 20.3362 6.1496  0.000
F3 6.9372 19.8386 4.8056  0.000
F4 9.1554 20.4253 3.9669  0.000
F5 7.3175 21.6836 3.6597  0.001
F6 8.8978 22.4454 4.9213  0.000
C1 8.0087 15.7175 9.4782  0.000
C2 7.5770 17.2542 9.1679  0.000
C3 6.0283 17.5177 9.1450  0.000
N1 5.5919 18.9581 8.6487  0.000
C4 4.2156 19.3890 9.2027  0.000
C5 3.0544 18.6274 8.6594  0.000
C6 3.0148 18.6423 7.1216  0.000
C7 4.3101 18.1376 6.5322  0.000
C8 5.4861 19.0119 7.1370  0.000
C9 6.5796 20.0456 9.0817  0.000
H1 9.0722 15.5150 9.6053  0.000
H2 7.5961 15.0525 8.7196  0.000
H3 7.5350 15.3360 10.3827  0.000
H4 8.1378 17.5691 8.2879  0.000
H5 7.9399 17.8539 10.0026  0.000
H6 5.7398 17.4213 10.1917  0.000
H7 5.4616 16.8008 8.5509  0.000
H8 4.3055 19.2266 10.2768  0.000
H9 4.1704 20.4534 8.9721  0.000
H10 2.9127 17.6006 8.9966  0.000
H11 2.1610 19.1722 8.9647  0.000
H12 2.2290 18.0504 6.6524  0.000
H13 2.8070 19.6621 6.7977  0.000
H14 4.4774 17.0773 6.7216  0.000
H15 4.2726 18.3580 5.4654  0.000
H16 6.4221 18.5643 6.8029  0.000
H17 5.4875 20.0464 6.7936  0.000
H18 6.5974 19.9429 10.1667  0.000
H19 6.0728 20.9934 8.9004  0.000
H20 7.5680 20.0185 8.6230  0.000
C10 8.7141 27.1084 5.8132  0.000
C11 7.8865 25.9306 5.1754  0.000
C12 6.6738 26.4152 4.3519  0.000
N2 5.9013 25.2901 3.7169  0.000
C13 5.3495 24.2128 4.8073  0.000
C14 4.3332 23.2250 4.1741  0.000
C15 3.1549 23.8338 3.3044  0.000
C16 3.6569 24.8707 2.3801  0.000
C17 4.6698 25.9281 3.0347  0.000
C18 6.8673 24.5052 2.7856  0.000
H21 9.6295 26.8036 6.3205  0.000
H22 8.1230 27.6820 6.5271  0.000
H23 9.0558 27.7764 5.0225  0.000
H24 7.5732 25.2994 6.0070  0.000
H25 8.5717 25.4370 4.4864  0.000
H26 6.8903 27.1132 3.5432  0.000
H27 5.9132 26.9332 4.9360  0.000
H28 4.8099 24.7771 5.5680  0.000
H29 6.2376 23.7648 5.2530  0.000
H30 3.8551 22.5834 4.9143  0.000
H31 4.9371 22.5700 3.5461  0.000
H32 2.2665 24.1475 3.8526  0.000
H33 2.6766 23.0568 2.7081  0.000
H34 2.7976 25.5016 2.1525  0.000
H35 4.0717 24.5250 1.4333  0.000
H36 4.1138 26.5436 3.7418  0.000
H37 5.0904 26.6257 2.3104  0.000
H38 6.2526 23.7434 2.3062  0.000
H39 7.6094 23.9245 3.3335  0.000
H40 7.2690 25.2424 2.0904  0.000
C19 8.2092 17.8529 2.1080  0.000
C20 8.0716 16.3395 2.4492  0.000
C21 9.2893 15.6527 1.7760  0.000
C22 10.6051 15.9208 2.5313  0.000
C23 10.4381 15.4297 3.9050  0.000
C24 9.3350 16.0676 4.8044  0.001
N3 8.0521 16.1555 3.9910  -0.001
O1 6.9501 16.6856 4.6334  0.001
C25 9.7664 17.4488 5.2981  0.000
C26 9.1122 15.0720 5.9642  0.000
C27 6.6986 15.6873 1.9500  0.000
H41 7.5276 18.4917 2.6696  0.000
H42 7.8898 18.0762 1.0901  0.000
H43 9.1537 18.3947 2.1571  0.000
H44 9.4702 16.0645 0.7831  0.000
H45 9.1418 14.5929 1.5681  0.000
H46 10.8613 16.9796 2.4959  0.000
H47 11.4413 15.4619 2.0037  0.000
H48 11.3862 15.6279 4.4050  0.000
H49 10.2487 14.3563 3.8951  0.000
H50 10.0161 18.0391 4.4165  0.000
H51 10.7279 17.4394 5.8114  0.000
H52 8.9435 17.9252 5.8309  0.000
H53 9.9377 15.2417 6.6555  0.000
H54 8.8075 14.0728 5.6530  0.000
H55 8.2918 15.4237 6.5898  0.000
H56 6.7626 15.6249 0.8637  0.000
H57 5.8592 16.3720 2.0719  0.000
H58 6.4026 14.7154 2.3449  0.000
C28 6.3752 20.2130 -1.0950  -0.026
C29 7.1404 21.5413 -0.9273  0.057
C30 8.1051 21.5846 0.3415  -0.026
C31 9.2067 22.7039 0.3303  0.004
C32 10.0085 22.4125 -0.9620  -0.016
C33 9.2420 22.4864 -2.2901  0.027
N4 7.9469 21.6330 -2.1994  -0.010
O2 7.2201 21.5481 -3.4270  1.101
C34 10.1323 21.9834 -3.4000  -0.023
C35 8.9342 24.0075 -2.4929  -0.063
C36 6.1886 22.8044 -0.7999  -0.042
H59 5.5395 20.1383 -0.3992  -0.002
H60 7.0508 19.4124 -0.7938  0.002
H61 5.9747 20.0725 -2.0989  0.008
H62 8.5735 20.6085 0.4676  0.015
H63 7.4791 21.6184 1.2331  0.000
H64 9.7911 22.5943 1.2438  -0.002
H65 8.6545 23.6436 0.3425  -0.006
H66 10.3503 21.3819 -0.8662  -0.007
H67 10.8944 23.0475 -0.9627  0.007
H68 11.1628 22.3014 -3.2415  -0.001
H69 9.7620 22.3967 -4.3381  0.007
H70 10.1764 20.8977 -3.4867  0.002
H71 8.2743 24.1859 -3.3419  -0.002
H72 9.8583 24.5163 -2.7673  -0.001
H73 8.5606 24.4377 -1.5637  -0.001
H74 5.6149 22.6581 0.1153  0.000
H75 5.4563 22.8833 -1.6034  -0.002
H76 6.7639 23.7274 -0.7286  0.000

## Properties
⟨S²⟩ = 0.8672
2S+1 = 2
M = 741.99 g/mol
E_HOMO (spin up / spin down) = -19.0619 / -19.0619 eV
Frontier orbital gap (spin up / spin down) = 2.09 / 2.43 eV
Net charge = +4

***

# 3
Formula: AsF6H30O15
Source: the OMol25 dataset
Level of theory: ωB97M-V/def2-TZVPD

Last column: natural (NBO) charge in e.
Atoms and positions in Å:
As1 30.1726 -5.4673 -0.3332  2.787
F1 28.7240 -5.3042 -1.4589  -0.634
F2 30.7610 -6.7818 -1.3879  -0.622
F3 31.5466 -5.6649 0.7355  -0.624
F4 29.5146 -4.1593 0.7545  -0.633
F5 29.1965 -6.5863 0.6665  -0.634
F6 31.1866 -4.2115 -1.2639  -0.640
O1 33.7171 -3.9236 5.2908  -0.941
H1 34.1761 -3.0869 5.2169  0.465
H2 33.2096 -3.9911 4.4820  0.476
O2 28.5104 -5.8791 -5.4478  -0.941
H3 29.3578 -5.6977 -5.8544  0.465
H4 28.5025 -5.3383 -4.6581  0.476
O3 24.5132 -5.2298 -2.7660  -0.941
H5 25.1960 -5.8906 -2.6505  0.478
H6 24.2183 -5.3448 -3.6693  0.463
O4 25.1431 -3.0358 0.5220  -0.945
H7 26.0512 -2.7963 0.7072  0.475
H8 25.1078 -3.1249 -0.4304  0.469
O5 29.1776 -2.1758 5.2712  -0.939
H9 29.5546 -2.5982 6.0430  0.468
H10 29.9266 -1.7835 4.8224  0.470
O6 34.2113 -8.3455 -4.1269  -0.942
H11 33.9652 -8.0755 -5.0116  0.465
H12 33.4510 -8.1256 -3.5886  0.477
O7 35.9859 -3.3834 1.3222  -0.937
H13 36.0130 -4.0695 1.9891  0.467
H14 35.7277 -3.8381 0.5205  0.470
O8 32.8095 -0.4249 -0.5490  -0.941
H15 32.4572 -1.2551 -0.8698  0.478
H16 33.7585 -0.5195 -0.6304  0.462
O9 30.9084 -8.8557 4.2797  -0.945
H17 29.9630 -8.7659 4.1599  0.471
H18 31.2902 -8.3751 3.5452  0.474
O10 28.3686 -10.2890 -0.1566  -0.950
H19 29.2161 -10.7334 -0.1370  0.471
H20 28.5382 -9.4315 0.2337  0.479
O11 27.8769 -1.6175 -3.4390  -0.944
H21 27.1849 -1.5958 -4.0999  0.466
H22 28.0267 -2.5493 -3.2789  0.477
O12 26.7730 -4.9694 4.0316  -0.951
H23 27.1949 -4.1245 4.1878  0.475
H24 27.2052 -5.3126 3.2495  0.476
O13 32.5220 -11.0827 0.1264  -0.943
H25 32.8371 -10.1922 -0.0285  0.476
H26 33.2262 -11.5041 0.6191  0.467
O14 35.6421 -8.0650 0.4889  -0.936
H27 35.5299 -7.4952 -0.2720  0.472
H28 36.1074 -7.5243 1.1272  0.464
O15 28.4686 -0.4526 0.2207  -0.951
H29 28.4245 -0.5547 -0.7300  0.475
H30 29.0739 -1.1363 0.5078  0.476

## Properties
2S+1 = 1
Energy above the lowest of the compared OMol25 structures with the same formula, charge and spin = 310.7 kJ/mol
M = 459.14 g/mol
E_HOMO = -8.7241 eV
Frontier orbital gap = 10.41 eV
Net charge = -1

***

# 4
Formula: C2H5ClN2
Source: the OMol25 dataset
Level of theory: ωB97M-V/def2-TZVPD

Last column: natural (NBO) charge in e.
Atoms and positions in Å:
C1 -0.7198 -1.1402 0.0162  0.128
C2 0.8371 0.6444 0.2226  -0.195
N1 -1.3148 -1.1250 1.0631  -0.664
N2 0.6200 1.5757 -0.6662  -0.541
Cl1 0.3761 1.0638 -2.3126  0.004
H1 -0.3801 -1.8980 -0.7514  0.176
H2 0.7547 0.8489 1.1929  0.184
H3 1.6733 -0.0731 -0.0508  0.166
H4 -1.7433 -2.0245 1.5270  0.364
H5 -0.1034 2.1278 -0.2408  0.379

## Properties
⟨S²⟩ = 2.0132
2S+1 = 3
Energy above the lowest of the compared OMol25 structures with the same formula, charge and spin = 47.9 kJ/mol
M = 92.53 g/mol
E_HOMO (spin up / spin down) = -5.7587 / -10.1221 eV
Frontier orbital gap (spin up / spin down) = 6.72 / 9.60 eV
Net charge = 0

***

# 5
Formula: C4H6N2O
Source: the OMol25 dataset
Level of theory: ωB97M-V/def2-TZVPD

Last column: natural (NBO) charge in e.
Atoms and positions in Å:
N1 -1.9151 0.6519 -0.0733  -0.836
C1 -0.5157 0.3696 -0.0210  -0.017
C2 -0.0432 -0.9072 -0.0310  0.389
O1 -0.6798 -2.1028 0.0715  -0.682
N2 1.3227 -0.9385 -0.0510  -0.544
C3 1.7629 0.3935 -0.0513  -0.083
C4 0.6673 1.2115 -0.0571  -0.298
H1 -2.0933 1.5836 -0.4156  0.370
H2 -2.3627 0.5245 0.8282  0.371
H3 -1.4137 -2.0730 -0.5506  0.492
H4 1.7222 -1.6419 0.5413  0.406
H5 2.8241 0.6229 -0.0832  0.212
H6 0.6806 2.2961 -0.1054  0.219

## Properties
2S+1 = 1
Energy above the lowest of the compared OMol25 structures with the same formula, charge and spin = 112.3 kJ/mol
M = 98.10 g/mol
E_HOMO = -7.6236 eV
Frontier orbital gap = 8.56 eV
Net charge = 0

***

# 6
Formula: FHN2O2S
Source: the OMol25 dataset
Level of theory: ωB97M-V/def2-TZVPD

Last column: natural (NBO) charge in e.
Atoms and positions in Å:
N1 1.5376 -0.0826 0.9284  0.395
N2 1.9393 -0.6374 0.0559  -0.059
O1 1.3126 0.2066 2.0062  -0.326
O2 -1.1173 -1.1788 0.3740  -0.682
F1 -0.6224 1.3565 -2.2438  -0.639
S1 -1.0030 0.2535 -0.1463  1.183
H1 -2.0468 0.0821 -0.9743  0.129

## Properties
2S+1 = 1
Energy above the lowest of the compared OMol25 structures with the same formula, charge and spin = 325.2 kJ/mol
M = 112.08 g/mol
E_HOMO (spin up / spin down) = -11.5138 / -11.5212 eV
Frontier orbital gap (spin up / spin down) = 7.66 / 7.67 eV
Net charge = 0